No. 1
Density functional theory data (ωB97M-V/def2-TZVPD) for a structure of composition C15H25AlCl2NO2P in a non-equilibrium geometry.

```
47
Properties=species:S:1:pos:R:3
C -1.9612 -3.2115 -2.1557
C -1.8433 -2.1996 -1.0788
H -2.8062 -3.8704 -1.9248
H -1.0443 -3.8154 -2.2043
H -2.1289 -2.7253 -3.1245
O -2.3268 -2.3028 0.0469
Cl 2.8394 -0.6686 -1.9341
Al 0.9052 -1.0624 -1.1311
P 0.6819 1.4966 -2.1288
C -0.6481 2.6827 -1.7603
C 2.1419 2.5964 -1.9964
H 1.3464 0.5661 -4.2547
H 0.5599 2.1735 -4.4445
H -0.4315 0.7094 -4.1203
C 0.5236 1.2095 -3.9232
H 3.0028 2.1254 -2.4818
H 1.9049 3.5556 -2.4745
H -0.3548 3.6773 -2.1177
H -0.7965 2.7152 -0.6759
H 2.3793 2.7636 -0.9396
H -1.5763 2.3550 -2.2378
C -1.1332 -0.9061 -1.4984
O -1.8224 -0.0176 -1.9891
Cl 0.9458 -3.0775 -0.3580
C 0.2665 -1.7282 3.1017
N -0.9614 -1.5682 2.2782
C -2.1630 -2.0381 3.0316
C -1.2024 -0.1429 1.7526
C 0.0679 0.5798 1.4381
C 0.2556 1.8250 2.0731
C 1.5394 2.3549 2.1885
C 2.6091 1.6504 1.6412
C 2.3640 0.4897 0.8938
C 1.0632 0.0725 0.5839
H 0.3067 -0.9245 3.8455
H 1.1499 -1.7189 2.4575
H 0.1960 -2.6987 3.6038
H -0.8637 -2.1584 1.4297
H -2.3661 -1.3128 3.8259
H -3.0068 -2.1057 2.3421
H -1.9377 -3.0155 3.4672
H -1.8583 -0.2508 0.8814
H -1.7687 0.3733 2.5407
H -0.6116 2.3194 2.5252
H 1.6987 3.2914 2.7256
H 3.6387 1.9881 1.7778
H 3.2263 -0.0510 0.5023
```

Summary:
E_LUMO (spin up / spin down) = -0.3803 / -0.3812 Ha
HOMO energy (spin up / spin down) = -15.75 / -15.00 eV
energy relative to the best compared isomer or geometry (same formula, charge and spin) = 33.3 kJ/mol
charge = +2



No. 2
Density functional theory data (ωB97M-V/def2-TZVPD) for a structure of composition C28H38I3N5O2P in a non-equilibrium geometry.

```
77
Properties=species:S:1:pos:R:3
C 5.3664 -2.1376 1.5770
C 5.3957 -1.4636 0.0473
C 6.8274 -1.3350 -0.7994
N 4.1811 -0.9953 -0.4165
C 3.8203 0.3484 0.1466
C 5.0225 1.3801 0.5215
C 4.5213 2.7527 1.1526
P 5.9322 4.0225 1.6084
O 6.0359 5.0659 0.1959
I 8.0827 2.9096 1.9918
N 3.1930 3.2809 1.4318
N 2.2830 2.3677 1.0392
C 0.8473 2.9091 1.2529
I 0.0061 2.5318 3.2691
C 0.0606 3.6152 0.2094
C 0.7569 3.8497 -1.2563
I -1.9881 4.2333 0.7533
C 2.4014 1.0174 0.4631
C 1.0212 0.2274 0.1292
C 1.0600 -1.2737 -0.4536
C -0.4641 -1.5140 -1.1030
O 1.3930 -2.1645 0.6517
C 0.7919 -3.4892 0.5913
C -0.5968 -3.6450 1.5154
C -1.6245 -4.9349 1.3766
C -3.0331 -5.0537 2.2685
C -3.5089 -3.9006 3.3495
C -2.4734 -2.6092 3.5176
C -1.0689 -2.4831 2.6219
H 5.0114 -1.2466 2.2824
H 6.4185 -2.5451 1.9079
H 4.5732 -3.0039 1.6155
H 7.2599 -2.3701 -1.1361
H 7.6576 -0.7981 -0.1361
H 6.6966 -0.6485 -1.7480
H 6.1667 1.1811 0.3600
H 5.0872 5.4013 0.0475
H 0.7231 2.9099 -1.9621
H 0.3156 4.7654 -1.8357
H 1.9038 4.0919 -1.0771
H 0.3269 0.1921 1.1005
H 0.4159 0.9027 -0.6483
H 1.7847 -1.4452 -1.3873
H -0.5610 -2.5120 -1.6992
H -0.7500 -0.5969 -1.8038
H -1.2253 -1.4752 -0.1990
H 0.6770 -3.9583 -0.4839
H 1.5636 -4.2190 1.1432
H -1.3151 -5.7547 0.6005
H -3.7123 -6.0026 2.0733
H -4.5307 -4.0037 3.9564
H -2.8157 -1.7748 4.3016
H -0.3760 -1.5264 2.7617
C -0.7824 -2.0008 -5.5343
C -0.4184 -3.4788 -5.6349
C -1.6143 -4.4034 -5.3993
C -2.1731 -4.1749 -4.0043
N -2.6366 -3.9853 -2.8471
H -1.1398 -1.7398 -4.5331
H 0.0949 -1.3788 -5.7379
H -1.5622 -1.7386 -6.2585
H 0.3719 -3.6997 -4.9070
H -0.0040 -3.6758 -6.6298
H -1.3049 -5.4495 -5.4957
H -2.4000 -4.2124 -6.1383
C -5.6464 4.4838 2.7443
C -6.3452 5.7256 2.1997
C -7.8691 5.6469 2.3090
C -8.3806 4.4596 1.5095
N -8.8049 3.4747 0.8464
H -5.9174 3.5867 2.1787
H -4.5601 4.5968 2.6721
H -5.9032 4.3191 3.7970
H -6.0540 5.8653 1.1514
H -5.9915 6.6034 2.7517
H -8.3216 6.5647 1.9189
H -8.1747 5.5358 3.3550
```

Summary:
E_LUMO = -0.1658 Ha
HOMO energy = -10.11 eV
charge = +1